Entry 1:
Formula: C4H15NO6
Source: the OMol25 dataset
Level of theory: wB97M-V/def2-TZVPD

- ΔE to the lowest compared entry with this formula, charge and spin: 3.905 eV
- LUMO energy: 0.015 Ha
- SMILES: O=C[C@H](CO)NCO.O.O.O
- Maximum force: 3.82 eV/A

Each line ends with the natural charge from an NBO analysis.
Atoms and positions in Å:
O: -1.3796 -2.0421 -1.2462  -0.54
C: -0.9683 -0.9636 -0.9911  0.46
C: -0.7622 -0.3189 0.3938  -0.19
C: -2.0108 0.4641 0.9171  -0.06
O: -3.1551 -0.3831 1.2523  -0.73
N: 0.3119 0.7562 0.2980  -0.68
C: 1.6430 0.2135 -0.0054  0.10
O: 1.5030 -0.9254 -0.7754  -0.78
H: -0.5121 -0.4203 -1.7684  0.10
H: -0.7049 -1.1253 1.1169  0.22
H: -1.7212 0.9061 1.8618  0.19
H: -2.4876 1.1883 0.2203  0.18
H: -2.8531 -1.1101 1.8473  0.46
H: 0.0290 1.5120 -0.3050  0.39
H: 2.1678 1.0133 -0.6473  0.16
H: 2.3402 -0.0675 0.8081  0.15
H: 2.2417 -1.6186 -0.4488  0.52
O: -0.4384 2.7491 -2.7116  -0.95
H: -0.9561 3.4232 -2.3611  0.47
H: -0.9344 2.0908 -3.1835  0.48
O: 2.3417 -3.0213 -1.1653  -0.91
H: 1.6745 -3.6173 -0.7402  0.48
H: 1.8249 -3.0022 -1.9352  0.48
O: 0.8666 1.1848 3.4935  -0.96
H: 0.8287 0.9388 2.5617  0.48
H: 1.1106 2.1754 3.5135  0.47

Atoms 1-6, force components in eV/Å:
-1.200 -1.872 0.275
0.978 0.577 1.458
-1.291 2.198 -1.001
-1.452 -1.090 0.181
1.077 -0.646 0.001
0.209 -2.353 1.757


Entry 2:
Formula: C4H15NO6S
Source: the OMol25 dataset
Level of theory: wB97M-V/def2-TZVPD

- Net charge: -2
- ΔE to the lowest compared entry with this formula, charge and spin: 1.828 eV
- LUMO energy: 0.211 Ha
- Maximum force: 5.87 eV/A

Each line ends with the natural charge from an NBO analysis.
Atoms and positions in Å:
C: 0.7131 -2.9073 0.3431  -0.63
C: 0.8755 -1.5353 -0.3224  -0.09
C: 2.2356 -1.3643 -0.8788  -0.50
S: 2.6381 -2.7273 -2.1155  -0.80
N: 0.7017 -0.3359 0.6597  -0.71
C: -0.5084 0.4186 0.7096  0.88
O: -1.3085 0.4108 -0.1874  -0.79
O: -0.4416 1.2297 1.6881  -0.90
H: 1.5996 -3.3641 0.8725  0.20
H: 0.3522 -3.7357 -0.3433  0.22
H: -0.0828 -2.8290 1.1005  0.18
H: 0.1348 -1.2506 -1.0296  0.22
H: 2.1935 -0.3953 -1.4098  0.18
H: 3.1409 -1.3322 -0.2377  0.18
H: 1.3886 -0.3151 1.4308  0.37
H: -3.1120 0.5629 1.3897  0.47
H: -2.7338 1.4512 0.4175  0.48
O: -3.4002 1.4002 1.0112  -0.97
H: 2.0786 3.1285 0.0891  0.45
H: 0.7638 2.9199 0.7925  0.50
O: 1.4309 3.5714 0.5810  -0.97
H: -1.5671 3.3786 1.4036  0.48
H: -0.5950 3.0424 2.5564  0.51
O: -1.1241 3.7609 2.0994  -0.99
H: -2.3785 -0.6417 -3.3006  0.47
H: -1.0355 -1.1412 -3.5687  0.48
O: -1.9595 -1.4001 -3.7506  -0.95

Atoms 1-6, force components in eV/Å:
-1.233 -1.484 0.383
0.987 1.492 3.283
1.454 -0.091 -2.573
0.013 0.470 0.093
-0.054 -2.602 -1.199
4.971 1.004 2.957